This record from the Open Molecules 2025 dataset describes C24H30CrN9O9 as an isolated structure. The level of theory is wB97M-V/def2-TZVPD.

Computed properties:
Energy ... -85623.9603 eV
HOMO level (alpha / beta) ... -7.76 / -7.76 eV

```
! wB97M-V def2-TZVPD RIJCOSX def2/J DEFGRID3
* xyz 0 4
Cr 2.120 -1.772 -0.972
N 2.418 -1.330 -3.478
O 1.307 -1.179 -2.888
O 2.618 -1.073 -4.616
O 3.301 -1.831 -2.698
N 4.409 -1.185 0.108
O 5.447 -0.893 0.597
O 3.909 -2.351 0.135
O 3.673 -0.362 -0.513
N 0.390 -0.637 0.727
O -0.023 -0.874 -0.429
O -0.153 0.089 1.503
O 1.549 -1.150 0.961
N -3.515 -0.492 3.094
C -4.764 -0.031 3.401
C -5.387 0.298 2.221
C -4.511 -0.112 1.176
C -3.343 -0.556 1.726
H -2.809 -0.724 3.771
H -5.142 0.078 4.403
H -6.371 0.723 2.124
H -4.696 -0.052 0.114
H -2.418 -0.923 1.323
N 1.781 -4.356 -2.311
C 2.548 -4.761 -1.245
C 1.930 -4.343 -0.097
C 0.722 -3.680 -0.484
C 0.654 -3.740 -1.867
H 1.963 -4.610 -3.268
H 3.498 -5.245 -1.391
H 2.288 -4.564 0.894
H -0.072 -3.368 0.171
H -0.124 -3.407 -2.538
N 4.522 2.146 3.221
C 3.606 2.023 2.217
C 2.385 2.407 2.698
C 2.566 2.754 4.069
C 3.896 2.612 4.352
H 5.484 1.875 3.135
H 3.864 1.602 1.259
H 1.481 2.373 2.114
H 1.770 2.956 4.767
H 4.427 2.721 5.281
N -3.045 2.740 2.234
C -3.597 3.879 2.728
C -2.762 4.926 2.418
C -1.630 4.367 1.775
C -1.800 3.003 1.744
H -3.431 1.820 2.376
H -4.558 3.879 3.215
H -2.998 5.957 2.621
H -0.784 4.896 1.365
H -1.171 2.247 1.309
N -2.830 -2.972 -2.257
C -2.519 -3.505 -3.480
C -1.902 -2.530 -4.226
C -1.896 -1.347 -3.435
C -2.502 -1.637 -2.242
H -3.271 -3.463 -1.500
H -2.785 -4.527 -3.692
H -1.672 -2.588 -5.277
H -1.557 -0.342 -3.627
H -2.656 -1.049 -1.353
N 0.066 2.086 -2.335
C 0.854 1.978 -3.449
C 2.158 2.021 -3.047
C 2.179 2.218 -1.631
C 0.865 2.224 -1.242
H -0.936 2.136 -2.337
H 0.502 1.810 -4.453
H 3.007 1.938 -3.708
H 3.033 2.400 -1.002
H 0.446 2.379 -0.259
*
```